Below is C35H27N2O4P2S5V as an isolated structure, with properties calculated with the ωB97M-V functional and the def2-TZVPD basis.

Geometry as XYZ:
```
76
Properties=species:S:1:pos:R:3:mulliken_charge:R:1
V -1.33 0.23 1.05 -0.846
S -8.43 -1.22 0.89 -0.324
C -6.83 -0.85 0.93 0.113
S -5.86 -0.94 2.36 -0.133
C -4.33 -0.45 1.65 0.198
C -4.36 -0.17 0.33 0.085
S -2.99 0.33 -0.59 -0.473
S -5.93 -0.33 -0.45 -0.057
S -2.91 -0.33 2.62 -0.573
C 1.48 -2.11 -1.48 -1.290
N 0.53 -1.31 -0.71 1.341
P 0.84 0.17 0.13 0.831
C 2.53 -0.15 0.76 0.715
C 2.71 -0.41 2.11 -0.658
C 3.96 -0.77 2.59 -0.812
C 5.04 -0.88 1.72 -0.587
C 4.86 -0.61 0.37 -0.849
C 3.61 -0.25 -0.11 -0.558
C 1.15 1.37 -1.20 0.655
C 0.24 1.40 -2.26 -0.690
C 0.34 2.39 -3.23 -0.808
C 1.33 3.36 -3.14 -0.514
C 2.21 3.35 -2.07 -0.977
C 2.11 2.37 -1.09 -0.140
P -0.77 -1.96 0.18 0.958
C -0.01 -3.53 0.78 0.226
C 0.84 -3.42 1.87 -0.175
C 1.50 -4.54 2.37 -0.762
C 1.28 -5.78 1.78 -0.486
C 0.42 -5.89 0.70 -0.705
C -0.23 -4.77 0.20 -0.328
C -1.94 -2.64 -1.05 0.794
C -3.11 -3.19 -0.52 -0.176
C -4.14 -3.58 -1.35 -0.756
C -4.02 -3.42 -2.72 -0.523
C -2.85 -2.90 -3.26 -0.772
C -1.81 -2.50 -2.42 -0.337
H 2.32 -2.47 -0.88 0.262
H 1.88 -1.50 -2.30 0.259
H 0.97 -2.97 -1.91 0.541
H 1.88 -0.28 2.79 0.589
H 4.10 -0.98 3.64 0.431
H 6.02 -1.16 2.09 0.396
H 5.70 -0.68 -0.31 0.420
H 3.48 -0.04 -1.17 0.443
H -0.55 0.66 -2.30 0.099
H -0.37 2.41 -4.04 0.450
H 1.39 4.14 -3.89 0.407
H 2.96 4.13 -1.99 0.434
H 2.79 2.38 -0.24 0.540
H 0.99 -2.45 2.33 0.256
H 2.17 -4.45 3.21 0.417
H 1.78 -6.66 2.17 0.366
H 0.25 -6.86 0.24 0.402
H -0.90 -4.86 -0.65 0.381
H -3.21 -3.28 0.56 0.416
H -5.06 -3.98 -0.93 0.439
H -4.84 -3.69 -3.38 0.363
H -2.75 -2.78 -4.33 0.391
H -0.91 -2.07 -2.84 0.221
O 0.54 1.73 2.19 -0.705
C -0.22 2.52 1.59 0.430
O -1.26 2.13 0.98 -0.497
C 0.15 3.97 1.48 0.325
C 0.94 4.56 2.46 -0.484
C 1.32 5.89 2.34 -0.623
C 0.93 6.63 1.23 -0.496
C 0.14 6.02 0.26 -0.400
C -0.26 4.70 0.38 -0.024
N -0.24 6.79 -0.91 1.070
O -0.88 6.24 -1.78 -0.600
O 0.09 7.96 -0.96 -0.658
H 1.26 3.97 3.31 0.503
H 1.92 6.35 3.10 0.398
H 1.22 7.66 1.11 0.507
H -0.89 4.25 -0.38 0.718
```

## Properties
- HOMO energy (alpha / beta) (eV) = -3.7 / -3.4
- HOMO-LUMO gap (alpha / beta) (eV) = 5.025 / 4.719
- total charge = -1
- relative energy (zero: lowest compared OMol25 entry of this formula, charge and spin) (kcal per mole) = 8.7
- spin multiplicity = 2
- expectation value of S² = 0.788

---

Below is C35H28CeF3N6O4S2 as an isolated structure, with properties calculated with the ωB97M-V functional and the def2-TZVPD basis.

Geometry as XYZ:
```
79
Properties=species:S:1:pos:R:3:mulliken_charge:R:1
Ce 0.96 0.37 0.36 1.058
C -1.04 -1.50 -2.55 -0.958
C -1.48 -2.44 -1.43 -0.796
C -2.27 -1.72 -0.37 0.463
C -3.65 -1.89 -0.27 -1.001
C -4.35 -1.21 0.70 -0.343
C -3.66 -0.38 1.57 -1.151
C -2.29 -0.26 1.41 -0.154
N -1.61 -0.90 0.45 0.327
N 0.28 -0.86 -2.35 1.087
C 1.37 -1.79 -2.68 -2.060
C 1.86 -2.64 -1.53 1.076
C 2.58 -3.79 -1.81 -1.070
C 3.09 -4.54 -0.76 -0.560
C 2.85 -4.12 0.54 -0.838
C 2.12 -2.97 0.73 -0.389
N 1.63 -2.23 -0.28 0.749
C 0.36 0.32 -3.22 -1.539
C -0.60 1.40 -2.78 0.547
C -1.20 2.22 -3.72 -0.865
C -2.09 3.19 -3.30 -0.603
C -2.37 3.30 -1.94 -0.985
C -1.72 2.44 -1.07 -0.491
N -0.84 1.51 -1.47 0.972
H -1.78 -0.71 -2.66 0.521
H -1.01 -2.04 -3.51 0.479
H -0.62 -2.91 -0.97 0.112
H -2.10 -3.24 -1.85 0.519
H -4.15 -2.56 -0.96 0.437
H -5.42 -1.33 0.79 0.418
H -4.15 0.16 2.37 0.435
H -1.71 0.37 2.07 0.472
H 2.22 -1.21 -3.03 0.649
H 1.08 -2.45 -3.51 0.437
H 2.74 -4.08 -2.84 0.504
H 3.66 -5.44 -0.96 0.420
H 3.23 -4.67 1.39 0.477
H 1.91 -2.59 1.73 0.225
H 0.15 0.06 -4.27 0.527
H 1.38 0.71 -3.18 0.641
H -0.97 2.09 -4.77 0.502
H -2.57 3.85 -4.01 0.416
H -3.06 4.03 -1.56 0.453
H -1.89 2.51 -0.01 0.409
F 4.43 -1.24 9.37 -0.257
C 3.36 -1.98 9.05 0.839
F 2.44 -1.78 10.02 -0.287
F 3.74 -3.27 9.14 -0.257
C 2.83 -1.65 7.69 0.370
C 1.53 -1.23 7.50 -0.509
C 1.07 -0.94 6.23 -0.674
C 1.90 -1.07 5.12 0.383
C 3.23 -1.48 5.33 -0.423
C 3.69 -1.77 6.60 -0.934
C 1.42 -0.79 3.79 0.538
C 1.02 -0.55 2.66 -0.979
H 0.87 -1.14 8.35 0.440
H 0.04 -0.62 6.08 0.465
H 3.89 -1.56 4.47 0.505
H 4.71 -2.09 6.75 0.358
O 3.35 0.17 0.36 -0.486
S 3.57 0.89 -0.91 1.373
O 3.90 0.03 -2.01 -0.751
N 2.27 1.79 -1.20 -0.031
C 2.58 3.12 -1.34 0.368
S 1.53 4.29 -1.76 -0.384
C 4.04 3.36 -1.06 0.145
C 4.73 4.55 -1.07 -0.904
C 6.09 4.54 -0.78 -0.520
C 6.75 3.35 -0.48 -0.623
C 6.07 2.14 -0.47 -0.758
C 4.72 2.19 -0.76 0.386
H 4.20 5.47 -1.30 0.443
H 6.64 5.47 -0.77 0.396
H 7.81 3.36 -0.25 0.411
H 6.57 1.20 -0.25 0.492
O -0.32 2.14 1.49 -0.316
N 0.65 2.84 1.91 -0.081
O 1.75 2.39 1.54 -0.267
```

## Properties
- HOMO energy (alpha / beta) (eV) = -7.9 / -8.0
- HOMO-LUMO gap (alpha / beta) (eV) = 7.652 / 7.726
- spin multiplicity = 2
- expectation value of S² = 0.751

---

Below is C35H28Cl2NNiO4 as an isolated structure, with properties calculated with the ωB97M-V functional and the def2-TZVPD basis.

Geometry as XYZ:
```
71
Properties=species:S:1:pos:R:3:mulliken_charge:R:1
Ni -0.05 -0.76 -0.31 0.737
O 1.90 -0.63 -0.54 -0.932
C 2.05 -0.09 -1.81 2.939
C 1.93 1.45 -1.72 -1.961
C 0.68 2.05 -1.11 0.891
C 0.53 3.43 -1.16 -1.186
C -0.47 4.03 -0.42 -0.740
C -1.29 3.24 0.37 -0.976
C -1.14 1.86 0.34 0.287
C -1.99 0.98 1.19 -0.893
C -1.14 0.14 2.22 2.973
O -0.15 -0.58 1.61 -0.981
C -2.07 -0.80 3.01 -0.740
C -1.45 -1.78 3.79 -0.314
C -2.19 -2.72 4.49 -0.873
C -3.58 -2.71 4.40 -0.357
C -4.21 -1.75 3.63 -1.106
C -3.46 -0.80 2.95 0.445
C -0.52 1.16 3.19 -0.353
C -1.24 1.74 4.23 -0.318
C -0.64 2.67 5.07 -0.881
C 0.68 3.03 4.88 -0.467
C 1.41 2.46 3.84 -0.762
C 0.81 1.53 3.00 -0.470
N -0.19 1.29 -0.44 0.724
C 3.48 -0.35 -2.35 -0.404
C 3.79 -0.35 -3.70 -0.251
C 5.09 -0.58 -4.13 -0.907
C 6.10 -0.80 -3.21 -0.466
C 5.80 -0.80 -1.85 -0.771
C 4.49 -0.58 -1.43 -0.342
C 1.07 -0.71 -2.81 -0.180
C 0.39 0.00 -3.80 -0.026
C -0.40 -0.66 -4.73 -1.046
C -0.52 -2.05 -4.68 -0.452
C 0.13 -2.76 -3.69 -0.829
C 0.92 -2.10 -2.76 -0.169
H 2.13 1.91 -2.69 0.478
H 2.74 1.75 -1.05 0.748
H 1.21 4.02 -1.75 0.477
H -0.60 5.11 -0.44 0.397
H -2.04 3.68 1.02 0.472
H -2.53 0.28 0.56 -0.296
H -2.70 1.60 1.73 0.890
H -0.37 -1.80 3.81 0.424
H -1.69 -3.47 5.08 0.386
H -4.17 -3.46 4.92 0.388
H -5.29 -1.74 3.54 0.398
H -3.98 -0.05 2.36 0.363
H -2.28 1.45 4.39 0.422
H -1.21 3.10 5.89 0.379
H 1.15 3.75 5.55 0.372
H 2.44 2.74 3.69 0.402
H 1.36 1.05 2.20 0.458
H 3.00 -0.19 -4.44 0.365
H 5.32 -0.58 -5.19 0.388
H 7.11 -0.98 -3.55 0.374
H 6.58 -0.98 -1.12 0.396
H 4.22 -0.61 -0.38 0.398
H 0.47 1.08 -3.85 0.382
H -0.93 -0.10 -5.48 0.413
H -1.14 -2.56 -5.41 0.410
H 0.01 -3.84 -3.62 0.403
H 1.46 -2.65 -2.00 0.492
Cl -4.16 -1.74 -3.21 -0.206
C -4.10 -2.19 -1.49 -0.072
Cl -5.04 -1.01 -0.54 -0.198
C -2.62 -2.34 -0.99 0.520
O -2.28 -3.50 -0.78 -0.709
O -1.95 -1.26 -0.92 -0.754
H -4.60 -3.14 -1.40 0.398
```

## Properties
- HOMO energy (alpha / beta) (eV) = -5.5 / -5.4
- HOMO-LUMO gap (alpha / beta) (eV) = 8.141 / 8.057
- total charge = -1
- relative energy (zero: lowest compared OMol25 entry of this formula, charge and spin) (kcal per mole) = 0.0
- spin multiplicity = 3
- expectation value of S² = 2.005

---

Below is C35H28Cl3N3NiOS5 as an isolated structure, with properties calculated with the ωB97M-V functional and the def2-TZVPD basis.

Geometry as XYZ:
```
76
Properties=species:S:1:pos:R:3:mulliken_charge:R:1
Ni 2.03 0.71 -1.34 0.249
S 2.82 2.71 -0.22 -0.504
C 3.42 2.22 1.31 0.885
C 3.66 3.12 2.37 -0.692
C 4.17 2.68 3.60 -0.531
C 4.48 1.35 3.83 -0.607
C 4.30 0.45 2.78 -0.387
C 3.77 0.87 1.55 -0.075
S 3.65 -0.28 0.18 -0.375
C 5.11 0.39 -0.73 -1.376
C 4.92 0.63 -2.19 0.960
C 6.03 0.66 -3.02 -1.054
C 5.85 0.98 -4.36 -0.437
C 4.58 1.26 -4.81 -1.010
C 3.54 1.17 -3.93 0.861
C 2.12 1.33 -4.44 -1.184
S 0.95 1.86 -3.20 -0.253
C -0.41 0.74 -3.45 0.270
C -1.67 1.20 -3.76 -0.626
C -2.72 0.32 -4.01 -0.749
C -2.45 -1.04 -3.99 -0.406
C -1.19 -1.52 -3.64 -0.691
C -0.19 -0.65 -3.26 0.341
S 1.36 -1.25 -2.63 -0.370
N 3.70 0.86 -2.64 0.709
H 3.42 4.16 2.23 0.435
H 4.29 3.42 4.37 0.389
H 4.84 1.00 4.78 0.411
H 4.53 -0.63 2.88 0.347
H 6.02 -0.18 -0.55 0.563
H 5.36 1.35 -0.33 0.450
H 6.99 0.30 -2.70 0.407
H 6.71 1.06 -5.01 0.408
H 4.43 1.59 -5.81 0.475
H 1.89 0.32 -4.79 0.374
H 2.16 2.00 -5.29 0.531
H -1.83 2.26 -3.93 0.433
H -3.69 0.69 -4.24 0.455
H -3.24 -1.75 -4.20 0.419
H -1.02 -2.58 -3.60 0.462
Cl -8.27 -4.67 1.92 -0.214
C -6.88 -3.60 1.85 0.483
C -6.95 -2.28 2.27 -1.015
C -5.78 -1.54 2.20 -0.106
C -4.59 -2.06 1.75 -0.791
C -3.36 -1.14 1.67 1.262
C -3.22 -0.57 0.27 -1.573
N -1.95 0.13 0.06 0.900
C -1.81 1.49 0.25 -0.779
C -0.50 1.79 0.07 -1.064
N 0.19 0.63 -0.23 1.287
C -0.73 -0.33 -0.22 -1.250
O -3.46 -0.08 2.60 -0.437
C -2.78 -0.34 3.85 -1.251
C -1.31 -0.21 3.72 0.532
C -0.65 0.99 3.65 0.296
Cl -1.32 2.53 3.94 -0.230
S 1.01 0.83 3.38 0.099
C 0.88 -0.86 3.19 -0.453
C -0.40 -1.26 3.40 -0.751
C -4.58 -3.38 1.33 0.889
Cl -3.08 -4.04 0.77 -0.203
C -5.70 -4.17 1.38 -0.873
H -7.85 -1.80 2.66 0.418
H -5.76 -0.53 2.55 0.535
H -2.46 -1.75 1.85 0.095
H -4.02 0.15 0.11 0.244
H -3.29 -1.33 -0.50 0.550
H -2.63 2.12 0.57 0.478
H 0.00 2.74 0.13 0.619
H -0.54 -1.34 -0.52 0.445
H -3.04 -1.32 4.26 0.305
H -3.13 0.40 4.54 0.611
H 1.72 -1.49 2.97 0.510
H -0.74 -2.31 3.46 0.432
H -5.69 -5.17 1.03 0.490
```

## Properties
- HOMO energy (alpha / beta) (eV) = -7.1 / -7.1
- HOMO-LUMO gap (alpha / beta) (eV) = 7.689 / 7.625
- spin multiplicity = 3
- expectation value of S² = 2.008

---

Below is C35H28Cl89IInO3 as an isolated structure, with properties calculated with the ωB97M-V functional and the def2-TZVPD basis.

Geometry as XYZ:
```
157
Properties=species:S:1:pos:R:3:mulliken_charge:R:1
C 4.97 4.74 2.34 -1.297
C 5.00 4.00 1.00 0.372
O 4.24 2.82 1.10 -0.334
C 4.64 1.84 0.15 0.133
C 3.52 0.87 -0.17 -0.560
O 2.57 1.42 -1.04 -0.445
C 1.48 2.05 -0.33 -0.868
In -0.32 0.73 0.04 1.194
Cl -0.08 -1.17 -1.56 -0.588
C -2.08 1.96 -0.51 -1.451
C -3.48 1.35 -0.22 -0.318
C -4.17 2.09 0.93 -0.134
C -4.84 3.39 0.45 -0.843
O -6.25 3.35 0.66 -0.277
C -6.63 4.10 1.80 -0.733
C -0.15 0.08 2.17 -1.455
C -1.25 -0.81 2.75 0.083
C -1.96 -1.72 1.73 -0.631
I -2.68 0.30 3.93 -0.124
H 5.93 4.66 2.84 0.286
H 4.20 4.30 2.97 0.322
H 4.72 5.79 2.22 0.342
H 4.57 4.66 0.23 0.223
H 6.04 3.78 0.73 -0.106
H 5.49 1.27 0.56 0.016
H 4.93 2.34 -0.78 0.307
H 3.05 0.50 0.75 0.150
H 3.98 0.03 -0.70 0.327
H 1.16 2.95 -0.85 0.364
H 1.83 2.38 0.64 0.248
H -2.03 2.96 -0.08 0.451
H -2.00 2.11 -1.59 0.420
H -3.46 0.27 -0.09 0.272
H -4.10 1.53 -1.11 0.270
H -4.86 1.48 1.50 0.127
H -3.39 2.39 1.62 0.269
H -4.40 4.25 0.94 0.398
H -4.64 3.49 -0.62 0.405
H -5.93 3.94 2.62 0.364
H -7.62 3.76 2.11 0.144
H -6.67 5.16 1.55 0.276
H -0.07 0.98 2.77 0.541
H 0.79 -0.46 2.27 0.224
H -0.79 -1.46 3.48 0.405
H -2.97 -1.37 1.55 -0.062
H -1.38 -1.87 0.83 0.108
H -2.08 -2.71 2.19 0.298
C 0.52 -4.96 4.98 0.082
Cl 0.54 -4.05 3.47 0.095
Cl -0.49 -4.13 6.16 -0.131
Cl -0.12 -6.59 4.67 0.010
Cl 2.16 -5.14 5.60 -0.069
C 5.02 -6.35 2.60 0.054
Cl 6.10 -5.22 1.78 -0.006
Cl 4.80 -7.80 1.61 -0.108
Cl 5.74 -6.81 4.16 -0.130
Cl 3.46 -5.59 2.89 0.237
C -2.82 -8.25 1.98 0.142
Cl -2.03 -6.80 1.39 0.026
Cl -1.69 -9.16 3.00 -0.085
Cl -4.28 -7.82 2.90 0.022
Cl -3.30 -9.27 0.61 -0.104
C 9.10 0.26 -0.26 0.094
Cl 9.27 -0.18 -1.96 -0.047
Cl 8.24 1.81 -0.16 0.052
Cl 8.18 -0.98 0.60 -0.034
Cl 10.70 0.42 0.48 -0.051
C 12.20 3.26 3.29 0.193
Cl 13.00 1.70 3.02 -0.092
Cl 13.37 4.57 3.04 -0.117
Cl 10.87 3.42 2.15 0.110
Cl 11.57 3.33 4.93 -0.066
C -6.72 -1.58 1.78 0.124
Cl -5.58 -2.29 0.64 -0.044
Cl -7.16 0.03 1.23 0.037
Cl -8.18 -2.61 1.88 -0.059
Cl -5.99 -1.48 3.38 -0.066
C 8.70 5.93 -1.60 0.180
Cl 8.53 7.63 -1.17 -0.067
Cl 9.76 5.78 -3.01 -0.092
Cl 9.40 5.04 -0.24 -0.057
Cl 7.12 5.26 -1.99 -0.045
C -10.80 1.39 0.36 0.237
Cl -9.60 2.18 -0.67 -0.060
Cl -12.40 1.45 -0.40 -0.118
Cl -10.32 -0.29 0.59 0.032
Cl -10.86 2.21 1.92 -0.112
C 6.73 10.34 -4.22 0.309
Cl 8.05 11.08 -5.15 -0.128
Cl 5.23 10.44 -5.14 -0.079
Cl 7.14 8.65 -3.91 -0.033
Cl 6.54 11.18 -2.67 -0.082
C -4.04 -12.45 3.62 0.274
Cl -2.82 -12.91 2.43 -0.087
Cl -3.31 -11.46 4.88 -0.029
Cl -5.32 -11.53 2.83 -0.073
Cl -4.74 -13.90 4.35 -0.112
C -7.04 -1.06 -3.60 0.138
Cl -7.18 -0.58 -5.29 -0.024
Cl -7.92 0.08 -2.58 0.028
Cl -7.73 -2.68 -3.38 -0.115
Cl -5.34 -1.08 -3.13 -0.025
C -8.04 -7.32 5.49 0.219
Cl -6.64 -7.66 4.46 0.056
Cl -7.55 -6.25 6.81 -0.093
Cl -9.31 -6.55 4.54 -0.055
Cl -8.66 -8.84 6.16 -0.105
C -5.65 1.90 -8.17 0.283
Cl -6.89 0.64 -8.32 -0.121
Cl -4.69 1.95 -9.65 0.027
Cl -6.43 3.46 -7.91 -0.104
Cl -4.60 1.53 -6.80 -0.064
C 4.47 -1.60 6.93 0.234
Cl 5.00 -2.98 5.97 -0.009
Cl 4.06 -0.27 5.83 -0.053
Cl 3.05 -2.03 7.89 -0.096
Cl 5.79 -1.10 7.99 -0.085
C 6.28 15.41 -4.75 0.306
Cl 7.08 13.84 -4.88 0.012
Cl 7.43 16.70 -5.14 -0.108
Cl 4.92 15.48 -5.88 -0.104
Cl 5.69 15.63 -3.10 -0.107
C -1.13 1.23 -12.15 0.333
Cl -0.31 -0.32 -12.40 -0.101
Cl -0.07 2.55 -12.64 -0.101
Cl -2.61 1.28 -13.11 -0.068
Cl -1.54 1.41 -10.44 -0.072
C -4.46 -9.13 8.41 0.266
Cl -3.73 -7.67 7.74 -0.057
Cl -3.23 -10.06 9.28 -0.111
Cl -5.76 -8.69 9.52 -0.098
Cl -5.10 -10.11 7.09 -0.008
C 8.64 -0.51 5.05 0.150
Cl 10.02 0.22 4.23 0.038
Cl 7.19 -0.27 4.07 0.058
Cl 8.92 -2.24 5.27 -0.098
Cl 8.41 0.25 6.63 -0.114
C 8.42 -0.18 -6.09 0.319
Cl 9.92 -1.11 -6.21 -0.107
Cl 7.10 -1.25 -5.60 -0.069
Cl 8.61 1.09 -4.89 -0.045
Cl 8.04 0.53 -7.67 -0.113
C 2.35 -4.66 -1.33 0.068
Cl 3.32 -3.28 -1.85 -0.045
Cl 3.34 -5.78 -0.39 -0.035
Cl 1.01 -4.07 -0.35 0.103
Cl 1.73 -5.51 -2.75 -0.127
C -12.53 -3.68 1.85 0.299
Cl -11.36 -4.38 0.72 -0.082
Cl -13.01 -2.09 1.27 -0.056
Cl -13.94 -4.74 1.95 -0.111
Cl -11.79 -3.53 3.45 -0.079
C -5.78 4.37 -12.91 0.306
Cl -5.94 4.90 -14.59 -0.104
Cl -6.65 5.48 -11.85 -0.087
Cl -6.46 2.74 -12.74 -0.079
Cl -4.07 4.34 -12.47 -0.051
```

## Properties
- HOMO energy (eV) = -4.6
- HOMO-LUMO gap (eV) = 5.683
- total charge = -1

---

Max |F| / eV Å⁻¹: 2.27, 2.73, 0.58, 1.47, 1.07
E / Eh: -5378.1532, -3551.1698, -4135.1025, -6469.9658, -43020.7820